Record 1
Below is the molecule C28H32N2O, with properties calculated with ωB97M-V/def2-TZVPD.

As for the highest occupied orbital energy: -7.0872 eV. Its SMILES is Cc1ccc(OC(c2ccc3c(c2)CCCN3C)c2ccc3c(c2)CCCN3C)cc1. Its frontier orbital gap is 8.0 eV. The value obtained for the LUMO energy is 0.87 eV. The value obtained for the energy above the lowest of the compared OMol25 structures with the same formula, charge and spin is 0.0000 eV.

```
63
C28H32N2O (ωB97M-V/def2-TZVPD)
C 2.125 1.711 7.660
H 4.989 -2.028 3.212
C 10.501 -0.159 3.937
N 9.445 -1.086 3.589
O 3.302 0.270 3.808
C 9.862 -2.181 2.742
H 3.842 5.019 9.578
C 4.485 1.910 8.164
H 9.178 -4.076 2.035
C -0.080 -1.094 3.202
H 11.454 -0.633 3.678
H 1.381 3.864 10.749
C 3.155 2.296 8.452
H 10.870 -2.470 3.062
C 1.920 0.156 3.709
C -0.800 0.082 2.967
C 7.109 -1.671 3.354
H -0.564 -2.056 3.030
H 1.595 0.479 6.016
C 8.914 -3.364 2.820
H 5.779 0.731 6.950
H -2.367 -0.485 1.589
C 1.454 3.578 9.692
H 0.283 2.670 7.201
H 9.042 -3.875 3.781
C 2.433 0.907 6.571
H 4.791 3.597 10.085
C -0.122 1.299 3.126
H 6.056 1.642 5.061
C 5.777 -1.386 3.619
H 6.806 -3.730 3.056
H 9.936 -1.830 1.698
C 8.130 -0.772 3.789
H 7.218 -2.855 1.583
H -2.658 1.050 2.422
H 8.482 1.147 4.773
H 3.634 -1.216 5.137
H 10.512 0.086 5.008
N 2.819 3.161 9.458
C 6.392 0.685 4.665
C 7.737 0.424 4.445
C 7.454 -2.939 2.656
C 1.243 -1.076 3.650
H 1.706 2.288 3.757
C 3.792 4.036 10.077
H 3.475 4.211 11.115
H 1.757 -2.005 3.912
H 0.544 1.659 10.069
C 3.748 0.643 6.197
H -2.869 -0.482 3.279
H -0.630 2.238 2.917
C 1.197 1.342 3.553
H 5.317 2.292 8.763
C 0.687 1.957 7.942
C -2.249 0.043 2.546
C 5.443 -0.320 4.446
C 4.012 -0.193 4.934
H 1.231 4.479 9.091
H 10.422 0.779 3.371
H 0.132 1.017 7.808
H -0.561 2.890 9.436
C 4.757 1.065 7.098
C 0.452 2.487 9.354
```

Here are the Mulliken charges for atoms 1 to 6, given in e: C 0.71; H 0.51; C -1.23; N 0.05; O -0.36; C -0.58

---

Record 2
Below is the molecule C5H9NO2, with properties calculated with ωB97M-V/def2-TZVPD.

As for the highest occupied orbital energy: -8.8656 eV. Its SMILES is O[C@]12CN[C@H]1COC2. Its frontier orbital gap is 9.6 eV. The value obtained for the LUMO energy is 0.78 eV. The value obtained for the energy above the lowest of the compared OMol25 structures with the same formula, charge and spin is 5.8604 eV.

```
17
C5H9NO2 (ωB97M-V/def2-TZVPD)
H 2.366 0.735 -0.862
H 0.254 0.613 -1.979
O 1.807 -0.790 0.151
H -1.587 0.243 1.842
C -1.520 0.580 0.700
H -2.002 -0.597 -1.292
H 0.420 -0.891 1.822
C 0.449 -1.150 0.735
C 1.648 0.585 -0.237
N -0.523 1.698 0.113
H -2.620 0.403 0.230
O -1.451 -1.229 -0.671
H 1.739 1.272 0.599
H 0.211 -2.223 0.281
C 0.330 0.790 -0.810
H 0.054 2.120 0.997
C -0.578 -0.372 -0.100
```

Here are the Mulliken charges for atoms 1 to 6, given in e: H 0.48; H 0.30; O -0.39; H 0.22; C -0.64; H 0.39

---

Record 3
Below is a cluster of 2 separate species, C5H12NO2 in total, with properties calculated with ωB97M-V/def2-TZVPD.

As for the highest occupied orbital energy: -3.3641 eV. The total charge is -1. Its frontier orbital gap is 7.2 eV. The value obtained for the LUMO energy is 3.85 eV. The value obtained for the energy above the lowest of the compared OMol25 structures with the same formula, charge and spin is 3.9402 eV.

```
20
C5H12NO2 (ωB97M-V/def2-TZVPD)
C -0.022 -0.609 0.378
H 2.213 -1.560 0.066
H -0.376 -1.611 0.652
H -0.703 2.118 -0.513
C -0.838 1.308 1.521
O 1.606 0.073 -1.273
C -1.316 1.452 -0.008
C -1.072 0.007 -0.595
H 1.663 -0.866 -2.306
H -1.949 -0.542 -0.571
H 1.272 -2.216 -2.045
H -0.607 0.100 -1.600
H -2.358 1.661 0.157
H -1.826 1.204 2.171
H -0.438 -0.435 2.383
H -0.386 2.189 2.008
O 1.518 -1.813 -2.785
H 2.054 -0.044 0.812
C 1.593 -0.532 -0.112
N -0.029 0.114 1.660
```

Here are the Mulliken charges for atoms 1 to 6, given in e: C 0.29; H 0.13; H 0.36; H 0.38; C -0.64; O -0.86

---

Record 4
Below is a structure of composition C30H38CrN9O8S2Si, with properties calculated with ωB97M-V/def2-TZVPD.

The spin multiplicity is 5. As for the highest occupied orbital energy (alpha / beta): -4.8733 / -5.3360 eV. The total charge is -1. Its frontier orbital gap (alpha / beta) is 5.5 / 6.0 eV. The value obtained for the LUMO energy (alpha / beta) is 0.65 / 0.67 eV. The value obtained for the energy above the lowest of the compared OMol25 structures with the same formula, charge and spin is 2.4580 eV.

```
89
C30H38CrN9O8S2Si (ωB97M-V/def2-TZVPD)
O 1.387 3.718 -0.713
C 2.764 0.192 -1.480
C -2.582 -3.632 -1.101
O 9.878 -1.606 2.016
H 4.933 -0.400 1.568
N 0.392 0.459 2.798
C 2.660 -3.806 0.438
N 0.776 1.918 0.531
O 0.908 -3.955 -1.486
H -2.478 -5.380 0.186
C 8.360 -0.086 0.602
H 1.388 4.281 0.950
H -1.835 2.406 2.762
S 9.184 -0.343 2.230
C 8.542 0.240 -1.614
H -1.182 -4.300 1.996
S 1.746 -2.947 -0.863
O 8.091 -0.406 3.188
C -5.560 2.383 0.978
N 1.016 1.724 2.848
H 0.820 2.289 3.676
H 2.433 -0.325 1.694
C 4.959 0.008 -0.534
C -4.062 0.009 4.771
C -5.142 1.528 -1.206
N 0.940 2.548 -0.634
C -1.282 -3.793 1.031
C -3.200 0.862 5.438
H -5.297 2.453 2.023
H -1.455 2.304 0.082
H -0.654 -2.722 -1.321
H 9.194 0.384 -2.471
C -1.678 -2.392 -1.174
O 0.908 -1.974 -0.096
C -6.648 3.089 0.497
H -4.548 0.934 -1.883
H -1.742 2.416 5.232
C 6.417 0.031 -0.584
H -3.566 -1.023 -0.903
C -2.512 -4.294 0.283
H -0.391 -3.998 0.435
N 1.199 3.845 1.863
H -0.490 -1.900 1.677
C -1.637 1.249 -0.132
H -3.619 -3.382 -1.337
C -2.396 1.727 4.714
H 2.090 -3.703 1.348
H -3.786 -1.773 0.653
O 10.042 0.823 2.373
H -0.618 0.532 2.941
H -7.227 3.711 1.165
H 4.538 0.334 -2.633
C 1.015 2.494 1.691
H 3.643 -3.371 0.530
H -1.958 -1.778 -2.035
N 7.051 -0.125 0.586
C -3.162 -1.067 0.106
Si -3.196 0.726 0.737
C -3.245 0.810 2.638
H -3.404 -4.051 0.872
H 6.699 0.364 -2.716
C -1.425 -2.287 1.263
O 0.588 1.886 -1.641
C -6.985 3.014 -0.843
C -4.075 -0.018 3.388
H -2.217 -2.111 2.001
H -6.475 2.178 -2.747
Cr 0.120 -0.052 -0.070
H 2.106 0.321 -2.326
O 2.688 -2.319 -1.751
C -2.431 1.705 3.328
C -6.227 2.230 -1.696
H 1.823 4.120 2.606
C 4.135 0.203 -1.644
H -7.835 3.564 -1.222
H -3.163 0.865 6.518
H 0.790 -0.118 3.533
N -1.762 -1.536 0.022
C 2.955 -0.170 0.763
H 2.727 -4.844 0.149
C 7.163 0.229 -1.752
H -4.720 -0.638 5.335
H -4.751 -0.689 2.879
H -1.861 1.228 -1.206
N 2.175 0.062 -0.298
N 9.147 0.083 -0.446
C -4.786 1.587 0.139
C 4.324 -0.214 0.698
H -2.222 -4.322 -1.863
```

Here are the Mulliken charges for atoms 1 to 6, given in e: O -0.89; C -1.00; C -0.79; O -0.69; H 0.74; N -0.15

---

Record 5
Below is the molecule C21H25N3O3, with properties calculated with ωB97M-V/def2-TZVPD.

As for the highest occupied orbital energy: -8.4588 eV. Its SMILES is COCc1ccc([C@@H]2C[C@H]3CN(Cc4cccnc4)C(=O)[C@]34CCCN24)o1. Its frontier orbital gap is 9.2 eV. The value obtained for the LUMO energy is 0.74 eV. The value obtained for the energy above the lowest of the compared OMol25 structures with the same formula, charge and spin is 2.1061 eV.

```
52
C21H25N3O3 (ωB97M-V/def2-TZVPD)
C -3.401 0.758 1.425
H -1.585 2.633 0.553
H -5.630 0.824 1.447
H 1.609 1.006 2.131
H -7.757 -3.353 -0.297
O -6.307 -1.970 -0.216
C 6.557 0.042 -0.295
C 1.824 0.552 -0.950
C 5.230 -2.260 0.219
H -0.852 -0.947 -0.032
H -5.133 -1.420 -1.833
C 7.090 -0.988 0.468
H -0.756 0.914 2.395
C 1.081 0.425 1.374
H 8.080 -0.912 0.900
H 0.295 3.188 -1.789
H 4.821 0.652 -1.413
H -8.072 -1.911 -1.300
N 6.444 -2.112 0.720
C 4.595 -1.301 -0.560
N 2.278 -0.591 -0.400
C 0.019 3.298 -0.741
H -0.212 4.340 -0.530
H 2.807 -0.914 1.595
C -4.604 -0.330 -0.092
H 1.029 3.091 1.165
C 3.192 -1.484 -1.074
H 4.742 -3.200 0.451
H -0.422 -0.823 2.380
H -1.917 2.360 -1.174
H 2.860 -2.517 -0.930
C -2.571 0.102 0.562
H 1.326 -1.735 1.065
H -3.124 1.362 2.266
N -0.491 1.055 -0.377
C -7.305 -2.619 -0.960
H 7.122 0.943 -0.476
C 0.899 1.230 0.065
C -4.721 0.478 1.000
H -6.355 -0.221 -1.313
C 5.285 -0.119 -0.815
O 2.102 0.954 -2.057
O -3.303 -0.563 -0.356
C -0.347 0.096 1.802
C 1.138 2.742 0.136
H 3.145 -1.226 -2.136
C -1.134 2.358 -0.413
C 1.908 -0.809 0.977
C -1.088 0.010 0.456
H -6.884 -3.127 -1.837
C -5.632 -0.975 -0.959
H 2.127 3.013 -0.227
```

Here are the Mulliken charges for atoms 1 to 6, given in e: C -0.50; H 0.28; H 0.48; H 0.64; H 0.25; O -0.29

---

Record 6
Below is the molecule C10H13P, with properties calculated with ωB97M-V/def2-TZVPD.

As for the highest occupied orbital energy (alpha / beta): -7.6252 / -7.6261 eV. Its SMILES is CC1=C[C@@H]2[C@@H](C3=P2=C3)C1(C)C. Its frontier orbital gap (alpha / beta) is 7.9 / 7.9 eV. The value obtained for the LUMO energy (alpha / beta) is 0.29 / 0.29 eV. The value obtained for the energy above the lowest of the compared OMol25 structures with the same formula, charge and spin is 3.5249 eV.

```
24
C10H13P (ωB97M-V/def2-TZVPD)
H -2.398 0.600 0.607
C -0.367 0.613 -0.062
C 0.774 -1.026 1.181
C 2.138 -0.530 -1.231
C -0.126 -0.916 0.244
H -0.372 0.556 -2.275
C 1.050 1.114 0.223
H -1.696 -1.427 -1.063
H -1.187 0.622 1.923
H 2.189 -1.170 -2.073
H -1.192 1.957 -1.599
H 1.128 -1.951 1.711
P 3.242 -0.183 0.228
H -1.412 2.117 1.075
H 0.999 2.210 0.568
H -0.666 -2.819 -0.524
H 1.704 0.827 2.128
C -1.394 1.037 0.892
C 2.068 0.709 -0.775
C -0.953 0.911 -1.438
C 1.651 0.194 1.285
H -2.036 0.371 -1.363
C -1.206 -1.875 -0.239
H -1.940 -1.940 0.579
```

Here are the Mulliken charges for atoms 1 to 6, given in e: H 0.37; C 1.90; C -0.90; C -0.42; C 0.24; H 0.34

---

- What is the formula in the fifth record?
  C21H25N3O3

---

- Which formula does entry 4 have?
  C30H38CrN9O8S2Si

---

- energy above the lowest of the compared OMol25 structures with the same formula, charge and spin of number 1 (C28H32N2O)?
  0.0000 eV